# 1
{"formula": "C5H7N3", "method": "ωB97M-V/def2-TZVPD", "elements": ["C", "C", "C", "C", "C", "N", "H", "H", "H", "H", "H", "H", "H", "N", "N"], "positions_angstrom": [[0.038, 0.809, -1.135], [-0.835, -0.501, -0.906], [-1.158, -0.959, 0.352], [-0.510, -0.339, 1.555], [-2.045, -1.976, 0.501], [-2.943, -2.718, 0.596], [-0.040, 1.509, -0.310], [-0.163, 1.292, -2.074], [1.210, 0.504, -1.056], [-1.166, -0.950, -1.840], [-0.495, 0.706, 1.341], [0.620, -0.683, 1.663], [-1.023, -0.566, 2.554], [-3.196, 1.499, -1.303], [-3.948, 0.982, -0.725]], "lowdin_charge": [-0.0971, -0.0740, -0.3652, -0.0592, -0.2434, 0.1645, 0.0372, 0.0448, 0.1296, 0.1043, 0.0376, 0.1309, 0.1089, 0.0338, 0.0472], "homo_lumo_gap_ev": 9.90, "lumo_energy_ha": 0.014, "homo_ev": -9.51, "total_energy_ev": -9768.0256, "charge": 0}


# 2
{"formula": "C23H32I2N6O2Ru", "method": "ωB97M-V/def2-TZVPD", "elements": ["Ru", "C", "C", "C", "C", "C", "C", "C", "C", "C", "C", "N", "C", "C", "C", "C", "C", "N", "H", "H", "H", "H", "H", "H", "H", "H", "H", "H", "H", "H", "H", "H", "H", "H", "H", "I", "C", "I", "H", "H", "C", "N", "C", "N", "C", "N", "C", "N", "C", "C", "H", "H", "H", "H", "H", "H", "H", "H", "H", "H", "H", "H", "O", "C", "O", "H"], "positions_angstrom": [[-1.489, 0.004, 0.025], [2.594, 0.930, 4.148], [2.490, 0.751, 2.629], [2.084, -0.647, 2.209], [3.047, -1.630, 2.366], [2.863, -2.917, 1.889], [1.711, -3.236, 1.191], [0.715, -2.297, 0.992], [-0.491, -2.764, 0.224], [-1.394, -3.682, 1.044], [0.867, -1.010, 1.564], [-0.185, -0.091, 1.419], [-0.412, 0.842, 2.427], [-1.209, 1.874, 2.114], [-1.691, 3.051, 2.809], [-2.500, 3.694, 1.942], [-2.535, 2.897, 0.731], [-1.758, 1.850, 0.823], [2.907, 1.944, 4.389], [3.331, 0.245, 4.566], [1.654, 0.731, 4.666], [3.477, 0.928, 2.197], [1.848, 1.517, 2.193], [3.984, -1.367, 2.841], [3.638, -3.659, 2.023], [1.591, -4.229, 0.777], [-0.149, -3.279, -0.677], [-1.119, -1.954, -0.195], [-0.835, -4.561, 1.364], [-2.243, -4.015, 0.451], [-1.753, -3.177, 1.942], [0.031, 0.700, 3.399], [-1.424, 3.343, 3.812], [-3.037, 4.617, 2.088], [-3.131, 3.105, -0.146], [-3.462, 0.898, -2.032], [-4.423, -0.828, -2.877], [-3.148, -2.166, -3.874], [-5.130, -0.405, -3.582], [-4.904, -1.328, -2.049], [-0.081, 2.011, -1.899], [0.007, 0.558, -1.468], [-0.088, -0.294, -2.723], [0.899, 0.068, -3.700], [0.719, 1.477, -4.065], [0.897, 2.345, -2.896], [2.236, 2.135, -2.347], [2.415, 0.735, -1.956], [1.432, 0.380, -0.972], [2.238, -0.112, -3.139], [0.071, 2.624, -1.008], [-1.073, 2.193, -2.301], [-1.084, -0.167, -3.142], [0.040, -1.335, -2.419], [-0.281, 1.620, -4.476], [1.451, 1.747, -4.825], [2.378, 2.778, -1.476], [2.981, 2.396, -3.097], [1.551, 1.010, -0.088], [1.560, -0.667, -0.704], [2.379, -1.158, -2.862], [2.983, 0.154, -3.887], [-2.838, -0.486, 1.552], [-3.548, -1.321, 0.921], [-3.282, -1.546, -0.278], [-4.372, -1.824, 1.435]], "lowdin_charge": [1.2728, -0.0631, -0.2055, -0.1411, -0.0001, 0.0056, -0.0062, -0.1619, -0.1952, -0.0460, -0.1751, -0.0373, 0.0064, -0.2377, 0.0594, 0.0174, -0.0540, -0.0635, 0.0898, 0.0850, 0.0721, 0.1315, 0.0918, 0.1351, 0.1306, 0.1358, 0.1372, 0.0347, 0.0945, 0.0914, 0.0896, 0.1382, 0.1378, 0.1285, 0.0842, 1.1077, -1.0620, 0.8845, -0.0217, -0.0342, -0.2064, -0.1799, -0.2233, -0.0709, -0.1263, -0.0741, -0.1361, -0.0676, -0.1641, -0.1322, 0.1234, 0.0380, -0.0016, 0.1166, 0.1387, 0.1414, 0.1362, 0.1407, 0.1188, 0.1193, 0.1375, 0.1407, -0.1173, -0.4598, -0.2128, 0.1639], "homo_lumo_gap_ev": [4.97, 4.98], "lumo_energy_ha": [-0.342, -0.342], "homo_ev": [-14.27, -14.27], "total_energy_ev": -56172.6307, "charge": 2}